# 1
The following is a quantum chemistry calculation of a cluster of 3 separate species, C27H37F4NO7S2 in total, from OMol25.

The total energy comes out at -76962.74069 eV. As for the SMILES: CCOC(=O)CCCc1cccc2c1N(S(=O)(=O)F)c1c(C[C@@H](O)C(F)(F)F)cccc1S2.CC(C)O.CC(C)O. Its largest force on an atom is 1.27 eV/Å. Its HOMO energy is -8.7 eV. The LUMO energy is 0.407 eV. As for the multiplicity: 1.

Last columns: bonded neighbours and bond lengths (Å).
Element x y z (Å)
1 S -0.78 3.43 -3.30  C16 1.765, C33 1.763
2 S 0.65 0.24 -1.93  F5 1.550, O8 1.416, O10 1.414, N14 1.693
3 F -5.41 -1.61 0.68  C24 1.346
4 F -4.35 0.00 1.63  C24 1.338
5 F 1.72 1.13 -2.62  S2 1.550
6 F -4.15 -2.01 2.37  C24 1.333
7 O 3.52 -1.95 -6.32  C26 1.429, H76 0.963
8 O -0.12 -0.35 -2.96  S2 1.416
9 O -2.24 -2.59 0.77  C28 1.415, H51 0.962
10 O 1.32 -0.56 -0.98  S2 1.414
11 O 5.65 0.30 0.96  C36 1.447, C39 1.357
12 O 4.68 -0.45 -0.93  C39 1.202
13 O -6.72 -3.40 5.48  C25 1.427, H60 0.964
14 N -0.25 1.41 -1.11  S2 1.693, C32 1.444, C34 1.445
15 C -2.56 0.60 -1.04  C20 1.386, C29 1.518, C32 1.397
16 C -1.97 2.33 -2.61  S1 1.765, C23 1.385, C32 1.383
17 C 3.76 1.49 0.10  C39 1.499, C41 1.540, H55 1.092, H61 1.084
18 C 4.12 -3.77 -4.84  C26 1.521, H58 1.091, H74 1.090, H78 1.094
19 C 1.21 2.89 0.17  C27 1.508, C34 1.395, C40 1.390
20 C -3.85 0.64 -1.53  C15 1.386, C35 1.388, H53 1.081
21 C 4.21 -1.38 -4.07  C26 1.519, H52 1.089, H59 1.094, H70 1.091
22 C 6.97 -0.90 2.57  C36 1.527, H48 1.087, H62 1.087, H73 1.087
23 C -3.26 2.35 -3.11  C16 1.385, C35 1.381, H67 1.081
24 C -4.24 -1.28 1.26  F3 1.346, F4 1.338, F6 1.333, C28 1.552
25 C -7.15 -2.06 5.72  O13 1.427, C30 1.521, C38 1.520, H63 1.091
26 C 4.38 -2.33 -5.24  O7 1.429, C18 1.521, C21 1.519, H46 1.091
27 C 1.45 1.83 1.22  C19 1.508, C41 1.539, H44 1.087, H72 1.091
28 C -3.05 -1.54 0.29  O9 1.415, C24 1.552, C29 1.519, H49 1.091
29 C -2.16 -0.33 0.10  C15 1.518, C28 1.519, H47 1.086, H66 1.090
30 C -6.04 -1.26 6.39  C25 1.521, H43 1.091, H54 1.094, H71 1.090
31 C 1.66 5.14 -0.61  C37 1.382, C40 1.385, H77 1.081
32 C -1.61 1.46 -1.60  N14 1.444, C15 1.397, C16 1.383
33 C 0.23 3.70 -1.87  S1 1.763, C34 1.390, C37 1.384
34 C 0.40 2.69 -0.94  N14 1.445, C19 1.395, C33 1.390
35 C -4.20 1.50 -2.57  C20 1.388, C23 1.381, H68 1.081
36 C 5.88 -1.02 1.50  O11 1.447, C22 1.527, H45 1.087, H69 1.090
37 C 0.85 4.93 -1.71  C31 1.382, C33 1.384, H75 1.082
38 C -7.59 -1.41 4.41  C25 1.520, H50 1.090, H56 1.094, H64 1.091
39 C 4.72 0.35 -0.03  O11 1.357, O12 1.202, C17 1.499
40 C 1.83 4.13 0.32  C19 1.390, C31 1.385, H57 1.083
41 C 2.92 1.41 1.38  C17 1.540, C27 1.539, H42 1.089, H65 1.091
42 H 2.98 0.41 1.80  C41 1.089
43 H -6.36 -0.24 6.61  C30 1.091
44 H 0.86 0.95 0.98  C27 1.087
45 H 6.19 -1.69 0.71  C36 1.087
46 H 5.39 -2.24 -5.64  C26 1.091
47 H -1.16 -0.71 -0.09  C29 1.086
48 H 7.88 -1.39 2.22  C22 1.087
49 H -3.49 -1.84 -0.66  C28 1.091
50 H -8.39 -1.99 3.94  C38 1.090
51 H -2.68 -3.43 0.60  O9 0.962
52 H 4.88 -1.63 -3.25  C21 1.089
53 H -4.62 0.01 -1.12  C20 1.081
54 H -5.16 -1.21 5.74  C30 1.094
55 H 4.34 2.42 0.10  C17 1.092
56 H -6.76 -1.37 3.71  C38 1.094
57 H 2.47 4.30 1.18  C40 1.083
58 H 4.80 -4.09 -4.04  C18 1.091
59 H 3.18 -1.43 -3.69  C21 1.094
60 H -5.97 -3.37 4.89  O13 0.964
61 H 3.17 1.49 -0.81  C17 1.084
62 H 6.65 -1.36 3.50  C22 1.087
63 H -8.00 -2.14 6.39  C25 1.091
64 H -7.95 -0.40 4.58  C38 1.091
65 H 3.39 2.06 2.13  C41 1.091
66 H -2.10 0.28 1.00  C29 1.090
67 H -3.52 3.03 -3.91  C23 1.081
68 H -5.21 1.49 -2.95  C35 1.081
69 H 4.94 -1.36 1.93  C36 1.090
70 H 4.40 -0.35 -4.37  C21 1.091
71 H -5.74 -1.74 7.32  C30 1.090
72 H 1.08 2.18 2.18  C27 1.091
73 H 7.20 0.15 2.73  C22 1.087
74 H 4.25 -4.44 -5.69  C18 1.090
75 H 0.71 5.70 -2.45  C37 1.082
76 H 2.61 -2.02 -6.00  O7 0.963
77 H 2.17 6.08 -0.46  C31 1.081
78 H 3.09 -3.89 -4.48  C18 1.094

***

# 2
The following is a quantum chemistry calculation of the ion C2H5N4O2 with charge -1, from OMol25.

The total energy comes out at -12204.81240 eV. As for the net charge: -1. Its largest force on an atom is 3.90 eV/Å. Its HOMO energy (spin up / spin down) is -2.6 / -2.6 eV. The LUMO energy (spin up / spin down) is 3.988 / 3.989 eV. The energy above the lowest of the compared OMol25 structures with the same formula, charge and spin comes out at 2.6111 eV. As for the multiplicity: 1.

Last columns: bonded neighbours and bond lengths (Å).
Element x y z (Å)
1 O -2.55 -2.69 -1.06  N5 1.296
2 O -0.36 -2.99 -1.78  N5 1.246
3 N 0.43 -0.75 0.35  N4 1.442, C7 1.471, C8 1.303
4 N 1.07 0.11 1.31  N3 1.442, H13 1.082
5 N -1.27 -2.77 -0.95  O1 1.296, O2 1.246, N6 1.377
6 N -1.00 -2.62 0.39  N5 1.377, C8 1.301
7 C -0.22 -0.03 -0.75  N3 1.471, H9 1.036, H11 1.076, H12 1.114
8 C -0.06 -1.85 0.85  N3 1.303, N6 1.301, H10 1.100
9 H -1.07 -0.60 -0.89  C7 1.036
10 H 0.46 -2.24 1.75  C8 1.100
11 H 0.24 -0.07 -1.72  C7 1.076
12 H -0.59 0.93 -0.32  C7 1.114
13 H 0.28 0.81 1.54  N4 1.082

***

Question: multiplicity of number 2 (C2H5N4O2)?
Answer: 1